Entry from the OMol25 dataset: C33H16MnN8S as an isolated structure (ωB97M-V/def2-TZVPD).

XYZ file:
```
59
Properties=species:S:1:pos:R:3
Mn 0.087 0.131 -0.190
C 5.478 -3.548 -0.508
C 5.992 -2.607 0.398
C 5.205 -1.581 0.891
C 3.891 -1.516 0.446
C 2.798 -0.596 0.749
N 2.896 0.376 1.632
C 1.904 1.200 1.897
C 1.973 2.219 2.939
C 2.948 2.521 3.881
C 2.690 3.565 4.750
C 1.490 4.289 4.679
C 0.522 3.986 3.739
C 0.786 2.935 2.869
C 0.006 2.340 1.786
N -1.163 2.808 1.400
C -1.905 2.208 0.493
N -1.661 1.019 -0.124
C -2.731 0.698 -0.900
N -2.921 -0.411 -1.586
C -2.012 -1.357 -1.672
N -0.723 -1.320 -1.224
C -0.100 -2.479 -1.590
N 1.158 -2.810 -1.400
C 1.984 -2.086 -0.672
N 1.693 -0.966 0.045
C 3.382 -2.448 -0.449
C 4.166 -3.485 -0.940
C -1.051 -3.330 -2.300
C -0.930 -4.600 -2.848
C -2.051 -5.140 -3.452
C -3.261 -4.431 -3.505
C -3.376 -3.167 -2.955
C -2.247 -2.629 -2.352
C -3.727 1.764 -0.809
C -4.973 1.927 -1.401
C -5.676 3.078 -1.091
C -5.152 4.036 -0.209
C -3.913 3.864 0.383
C -3.209 2.711 0.064
N 0.707 1.299 1.251
H 6.124 -4.337 -0.871
H 7.024 -2.688 0.715
H 5.591 -0.853 1.591
H 3.870 1.956 3.928
H 3.424 3.831 5.499
H 1.322 5.100 5.377
H -0.406 4.538 3.677
H 3.759 -4.208 -1.634
H 0.007 -5.139 -2.802
H -1.998 -6.127 -3.892
H -4.118 -4.887 -3.984
H -4.305 -2.612 -2.989
H -5.370 1.181 -2.076
H -6.649 3.247 -1.535
H -5.730 4.924 0.009
H -3.503 4.595 1.067
S 1.265 1.921 -2.677
C 0.717 1.088 -1.520
```

Computed properties:
* HOMO-LUMO gap (spin up / spin down): 4.95 / 5.07 eV
* 2S+1: 2
* net charge: 0
* largest force on an atom: 0.9 eV/Å
* highest occupied orbital energy (spin up / spin down): -6.4 / -6.5 eV
* DFT total energy: -88559.47512 eV
* LUMO energy (spin up / spin down): -1.4603 / -1.4131 eV
* expectation value of S²: 0.81

Results of the Löwdin charge analysis, in e, for atoms 1 through 2: 0.586 -0.075


Entry from the OMol25 dataset: the molecule C5H7N (ωB97M-V/def2-TZVPD).

XYZ file:
```
13
Properties=species:S:1:pos:R:3
C 1.955 0.023 0.002
C 0.452 0.001 0.005
C -0.352 -1.095 -0.201
N -1.659 -0.688 -0.126
C -1.711 0.655 0.125
C -0.419 1.110 0.215
H 2.372 -0.662 0.749
H 2.369 -0.263 -0.972
H 2.328 1.029 0.229
H -0.102 -2.130 -0.390
H -2.457 -1.285 -0.258
H -2.657 1.172 0.210
H -0.119 2.132 0.411
```

Computed properties:
* HOMO-LUMO gap: 9.18 eV
* 2S+1: 1
* net charge: 0
* largest force on an atom: 0.2 eV/Å
* highest occupied orbital energy: -8.1 eV
* DFT total energy: -6788.42590 eV
* LUMO energy: 1.0898 eV
* SMILES: Cc1cc[nH]c1

Results of the Löwdin charge analysis, in e, for atoms 1 through 2: -0.065 -0.304


Entry from the OMol25 dataset: C32H21CeF10N6O2S as an isolated structure (ωB97M-V/def2-TZVPD).

XYZ file:
```
73
Properties=species:S:1:pos:R:3
Ce 0.797 -0.090 -0.448
C 4.154 0.807 -0.687
N 2.856 1.210 -1.295
C 2.859 0.954 -2.745
C 1.544 1.249 -3.483
N 0.370 0.890 -2.657
C -0.862 1.064 -3.240
C -1.645 0.040 -3.833
F -1.292 -1.237 -3.733
C -2.820 0.400 -4.535
F -3.409 -0.669 -5.130
C -3.367 1.687 -4.627
F -4.614 1.774 -5.279
C -2.763 2.656 -3.759
F -3.197 3.948 -3.755
C -1.595 2.329 -3.101
F -1.007 3.316 -2.417
C 2.622 2.631 -1.017
C 2.029 2.847 0.351
N 0.903 1.984 0.681
C 0.375 1.955 1.947
C -0.954 1.567 2.046
F -1.487 1.210 0.896
C -1.607 1.322 3.239
F -2.781 0.572 3.254
C -0.943 1.555 4.455
F -1.487 1.313 5.645
C 0.388 2.119 4.388
F 0.868 2.502 5.603
C 1.086 2.189 3.163
F 2.502 1.976 3.195
H 5.054 1.279 -1.146
H 4.186 1.111 0.434
H 4.317 -0.271 -0.740
H 3.685 1.489 -3.245
H 3.014 -0.098 -2.822
H 1.513 2.356 -3.621
H 1.511 0.727 -4.476
H 3.604 3.098 -1.102
H 2.051 3.034 -1.829
H 2.935 2.848 1.085
H 1.677 3.903 0.274
O 2.516 -0.626 1.089
C 2.607 -1.207 2.263
C 3.749 -0.990 3.058
C 3.827 -1.314 4.356
C 2.935 -2.292 4.817
C 1.907 -2.729 4.026
C 1.681 -2.154 2.784
C 0.342 -2.334 2.241
N -0.213 -1.736 1.239
N -1.443 -2.217 0.937
C -1.989 -1.622 -0.102
O -1.374 -0.784 -0.882
C -3.477 -1.972 -0.378
C -3.970 -1.791 -1.629
C -5.327 -1.946 -1.958
C -6.137 -2.298 -0.964
C -5.697 -2.689 0.302
C -4.323 -2.497 0.615
H 4.556 -0.370 2.627
H 4.599 -0.893 4.994
H 2.904 -2.639 5.865
H 1.081 -3.350 4.376
H -0.216 -3.055 2.671
H -3.242 -1.510 -2.430
H -5.806 -1.848 -2.930
H -7.193 -2.393 -1.149
H -6.438 -3.032 1.073
H -4.003 -2.653 1.648
S 2.363 -5.006 -1.621
C 2.379 -3.401 -1.524
N 2.333 -2.201 -1.350
```

Computed properties:
* HOMO-LUMO gap: 6.07 eV
* 2S+1: 1
* net charge: -1
* largest force on an atom: 4.0 eV/Å
* highest occupied orbital energy: -5.2 eV
* DFT total energy: -97498.77718 eV
* LUMO energy: 0.9018 eV

Results of the Löwdin charge analysis, in e, for atoms 1 through 2: 1.412 -0.073


Entry from the OMol25 dataset: a 2-piece molecular cluster, C6H9N2O2S overall (ωB97M-V/def2-TZVPD).

XYZ file:
```
20
Properties=species:S:1:pos:R:3
C 2.786 -0.935 -0.877
C 2.704 0.013 0.155
C -1.354 -0.691 -0.157
C -2.667 -0.773 0.252
C 1.938 1.105 0.303
C -0.425 -1.593 0.178
N -3.557 0.225 0.187
N 1.735 2.380 0.228
O -3.006 1.363 -0.427
O -4.681 0.284 0.541
S 0.933 -2.435 -0.153
H 3.408 -1.725 -0.966
H 2.153 -0.745 -1.766
H 3.349 -0.187 1.066
H -1.193 0.258 -0.704
H -3.108 -1.663 0.615
H 0.929 2.724 0.799
H -3.523 2.126 -0.020
H 2.108 3.003 -0.395
H 1.472 -2.732 1.141
```

Computed properties:
* HOMO-LUMO gap (spin up / spin down): 7.02 / 6.19 eV
* 2S+1: 1
* net charge: +1
* largest force on an atom: 5.2 eV/Å
* highest occupied orbital energy (spin up / spin down): -11.6 / -11.2 eV
* DFT total energy: -24261.77992 eV
* LUMO energy (spin up / spin down): -4.5392 / -4.9689 eV

Results of the Löwdin charge analysis, in e, for atoms 1 through 2: -0.137 -0.198


Entry from the OMol25 dataset: an isolated ion of composition C8H8N5 and charge +1 (ωB97M-V/def2-TZVPD).

XYZ file:
```
21
Properties=species:S:1:pos:R:3
C 1.155 -1.395 1.719
C 0.317 -0.357 1.854
C 1.671 -1.623 0.415
C -0.329 2.603 0.227
C 0.706 2.489 -0.793
C -1.701 -1.017 -1.241
C -0.115 0.355 0.716
C 0.440 0.094 -0.676
N -0.636 1.555 0.887
N 1.434 -0.903 -0.601
N 0.869 1.339 -1.296
N -0.528 -0.480 -1.635
N -1.927 -1.205 -0.020
H 1.559 -2.110 2.463
H -0.109 -0.050 2.755
H 2.349 -2.419 0.317
H -1.081 3.478 0.381
H 1.021 3.480 -1.140
H -2.203 -1.322 -2.179
H -0.092 -0.936 -2.435
H -2.799 -1.573 0.282
```

Computed properties:
* HOMO-LUMO gap: 6.93 eV
* 2S+1: 1
* net charge: +1
* largest force on an atom: 3.2 eV/Å
* highest occupied orbital energy: -13.3 eV
* DFT total energy: -15865.43634 eV
* LUMO energy: -6.4151 eV

Results of the Löwdin charge analysis, in e, for atoms 1 through 2: 0.036 0.020


Please write out number 5 again, unchanged.
Entry from the OMol25 dataset: an isolated ion of composition C8H8N5 and charge +1 (ωB97M-V/def2-TZVPD).

XYZ file:
```
21
Properties=species:S:1:pos:R:3
C 1.155 -1.395 1.719
C 0.317 -0.357 1.854
C 1.671 -1.623 0.415
C -0.329 2.603 0.227
C 0.706 2.489 -0.793
C -1.701 -1.017 -1.241
C -0.115 0.355 0.716
C 0.440 0.094 -0.676
N -0.636 1.555 0.887
N 1.434 -0.903 -0.601
N 0.869 1.339 -1.296
N -0.528 -0.480 -1.635
N -1.927 -1.205 -0.020
H 1.559 -2.110 2.463
H -0.109 -0.050 2.755
H 2.349 -2.419 0.317
H -1.081 3.478 0.381
H 1.021 3.480 -1.140
H -2.203 -1.322 -2.179
H -0.092 -0.936 -2.435
H -2.799 -1.573 0.282
```

Computed properties:
* HOMO-LUMO gap: 6.93 eV
* 2S+1: 1
* net charge: +1
* largest force on an atom: 3.2 eV/Å
* highest occupied orbital energy: -13.3 eV
* DFT total energy: -15865.43634 eV
* LUMO energy: -6.4151 eV

Results of the Löwdin charge analysis, in e, for atoms 1 through 2: 0.036 0.020


Question: DFT total energy of number 1 (C33H16MnN8S)?
Answer: -88559.47512 eV


Question: Which of these has the highest 2S+1?
Answer: C33H16MnN8S